A 2-piece molecular cluster, C19H19BrINO5 overall, computed with ωB97M-V/def2-TZVPD.

**Frontier orbital gap**: 6.66 eV
**Net charge**: 0
**SMILES**: C=Cc1c(CC(=O)I)c(Br)c(COC)c2c1C(=O)C=CC2=O.CN(C)C=O
**Calculated total energy**: -4037.91783 Eh
**LUMO energy**: -1.33 eV
**Max |F|**: 2.662 eV/Å

The geometry in XYZ format:
```
46
Properties=species:S:1:pos:R:3:forces:R:3
C 0.824 1.057 -3.267 -0.3 -0.1 -0.3
C -0.365 1.231 -2.596 0.7 0.4 0.1
C -0.566 0.799 -1.169 0.7 2.3 -1.3
C -1.379 -0.305 -1.019 -0.6 -0.4 0.1
C -2.008 -1.001 -2.205 0.3 0.2 -0.8
C -3.486 -0.644 -2.406 -0.9 -0.9 0.8
O -4.408 -1.149 -1.845 0.9 0.5 -0.6
I -3.996 0.900 -3.882 0.3 -0.1 0.1
C -1.570 -0.779 0.272 -0.6 -0.6 -0.7
Br -2.655 -2.352 0.453 0.3 0.2 0.1
C -1.014 -0.178 1.376 -0.4 -1.1 1.5
C -1.314 -0.742 2.766 0.5 1.3 0.4
O -1.995 0.239 3.554 -0.2 -0.2 -0.4
C -3.140 0.758 2.889 -0.4 -0.2 0.7
C -0.198 0.920 1.210 0.4 1.1 -0.2
C 0.023 1.418 -0.085 0.3 0.3 1.0
C 0.918 2.596 -0.275 0.6 0.8 -0.1
O 1.296 2.989 -1.364 -0.4 -0.3 0.3
C 1.434 3.335 0.917 -0.2 0.0 0.0
C 1.237 2.887 2.145 -0.5 -0.5 -0.3
C 0.492 1.604 2.365 0.4 0.1 1.1
O 0.518 1.152 3.495 0.1 0.0 -0.6
H 0.876 0.313 -4.071 -0.5 1.5 -1.2
H 1.717 1.656 -3.099 0.5 -1.4 1.3
H -1.218 1.678 -3.114 -0.6 -2.0 -0.4
H -1.497 -0.745 -3.137 0.0 0.2 0.3
H -1.856 -2.077 -2.084 -0.5 0.1 0.1
H -1.891 -1.665 2.751 0.2 0.1 -0.2
H -0.349 -0.862 3.266 -0.3 -0.4 0.1
H -3.610 -0.017 2.269 0.0 0.3 -0.1
H -3.864 1.026 3.666 0.1 0.0 -0.1
H -2.922 1.667 2.316 0.1 -0.2 -0.1
H 2.003 4.246 0.759 -0.1 -0.2 -0.4
H 1.638 3.400 3.012 -0.1 -0.3 0.1
C 1.829 -2.623 -1.342 0.0 0.0 -0.1
O 0.611 -2.602 -1.336 0.0 0.1 0.1
N 2.617 -2.020 -0.433 0.1 -0.1 0.0
C 4.064 -2.088 -0.504 -0.2 0.1 0.2
C 1.997 -1.275 0.653 0.1 -0.5 -0.2
H 2.399 -3.157 -2.120 0.0 0.0 0.0
H 4.453 -2.554 0.404 0.1 0.0 -0.1
H 4.473 -1.080 -0.594 0.1 -0.1 0.0
H 4.377 -2.676 -1.365 -0.1 0.0 0.0
H 1.358 -1.945 1.232 0.0 0.1 0.1
H 1.386 -0.487 0.240 0.0 0.0 0.0
H 2.761 -0.849 1.300 0.0 0.0 0.0
```
Positions in Å, forces in eV/Å.